No. 1
{
  "formula": "C4H3N3",
  "method": "ωB97M-V with the def2-TZVPD basis set",
  "species": ["C", "C", "C", "C", "N", "N", "N", "H", "H", "H"],
  "xyz": [[0.1599, 1.2234, 1.4474], [-0.7917, -1.7408, -0.2482], [0.6510, 0.1471, -0.8074], [-0.1415, 0.8475, 0.1609], [0.4738, 1.4912, 2.5452], [-1.6210, -2.5397, -0.3377], [0.2855, -1.0129, -0.0599], [0.3252, 0.3071, -1.7931], [1.7946, 0.1039, -0.7534], [-1.1360, 1.1732, -0.1538]],
  "forces_ev_per_a": [[2.02, 0.75, 4.06], [-0.57, -0.48, -0.46], [4.17, -0.59, -0.37], [-1.42, -1.52, -0.60], [-0.85, -0.41, -2.37], [-0.30, 0.01, -0.07], [-0.99, 1.97, 1.36], [-0.54, -0.22, -1.36], [-1.62, 1.06, -0.13], [0.11, -0.57, -0.06]],
  "charge": 0,
  "e_above_lowest_kcal_mol": 83.0,
  "homo_ev": [-10.194, -10.196],
  "total_energy_ev": -8662.812,
  "gap_ev": [8.263, 8.266]
}

=====

No. 2
{
  "formula": "C4H3N3O",
  "method": "ωB97M-V with the def2-TZVPD basis set",
  "species": ["O", "C", "C", "N", "C", "C", "N", "N", "H", "H", "H"],
  "xyz": [[-1.6827, -0.5395, 1.0706], [-1.0929, -0.1601, 0.1083], [-0.7449, 1.1926, -0.6157], [0.4488, 1.4022, -0.3129], [1.1165, 0.6348, 0.8716], [1.5000, -0.5272, 0.3175], [0.8675, -1.1705, -0.7532], [-0.3976, -0.8897, -0.8806], [-1.2834, 1.7076, -1.6684], [1.4942, 1.3347, 1.5757], [2.1479, -0.9613, 1.0639]],
  "forces_ev_per_a": [[0.12, 0.44, -0.28], [-0.56, 0.74, -1.72], [-1.87, 0.35, -2.10], [1.02, 2.33, 3.37], [-1.96, 2.05, -6.54], [-0.27, -0.77, 3.44], [-2.17, 0.98, 0.11], [2.81, -2.88, 0.68], [1.52, -1.55, 3.41], [0.60, -0.18, 0.67], [0.77, -1.51, -1.03]],
  "smiles": "O=c1cnccnn1",
  "charge": 0,
  "e_above_lowest_kcal_mol": 122.8,
  "homo_ev": -9.637,
  "total_energy_ev": -10708.324,
  "gap_ev": 8.506
}

=====

No. 3
{
  "formula": "C4H3N3O",
  "method": "ωB97M-V with the def2-TZVPD basis set",
  "species": ["H", "N", "C", "N", "C", "N", "C", "C", "O", "H", "H"],
  "xyz": [[0.8384, -1.5544, 1.3386], [0.6342, -0.6814, 1.5752], [0.2776, 0.1306, 0.7902], [-0.0336, 1.4553, 1.1705], [0.1043, 2.0475, -0.0493], [-0.2240, 1.2173, -1.1470], [-0.1364, -0.0297, -0.7137], [-0.5128, -1.4328, -1.2214], [-0.0725, -2.2658, -0.3713], [0.0419, 3.0256, -0.3586], [-1.3328, -1.5763, -2.0358]],
  "forces_ev_per_a": [[0.91, -4.28, -1.73], [1.18, 0.95, 6.13], [-3.44, 1.46, -3.81], [2.60, 3.19, -4.12], [-2.81, -3.52, 3.52], [0.53, -3.65, -0.89], [0.40, 2.63, 0.24], [0.69, -0.46, 3.74], [-2.03, 1.30, -4.57], [0.30, 2.55, 0.40], [1.68, -0.17, 1.08]],
  "smiles": "[H]/N=C1/N=CN=C1C=O",
  "charge": 0,
  "e_above_lowest_kcal_mol": 80.7,
  "homo_ev": -9.823,
  "total_energy_ev": -10710.149,
  "gap_ev": 7.843
}

=====

No. 4
{
  "formula": "C4H3N3O",
  "method": "ωB97M-V with the def2-TZVPD basis set",
  "species": ["C", "C", "C", "C", "H", "H", "H", "N", "N", "N", "O"],
  "xyz": [[0.6994, 0.8352, 0.7051], [0.1358, -0.2316, -0.9970], [-0.7397, -0.8588, -0.1488], [0.0035, -0.8163, -2.2669], [0.3254, 2.0863, 2.2697], [-1.7558, -1.4338, -0.2089], [-0.3500, -0.6184, 2.1034], [0.9237, 0.7922, -0.6306], [-0.4108, 0.0177, 0.9312], [-0.2787, -1.3759, -3.3057], [1.4471, 1.6034, 1.5484]],
  "forces_ev_per_a": [[-0.40, -0.73, -3.45], [-1.58, -2.36, -2.96], [0.13, 2.85, 1.97], [-1.09, -2.65, -7.65], [4.87, -1.68, -2.55], [2.63, 1.12, 0.03], [-0.47, 2.89, -4.52], [0.63, -0.13, 2.74], [0.29, -3.08, 8.44], [1.63, 2.90, 5.51], [-6.62, 0.88, 2.45]],
  "charge": 0,
  "e_above_lowest_kcal_mol": 115.8,
  "homo_ev": -9.212,
  "total_energy_ev": -10708.630,
  "gap_ev": 7.766
}

=====

No. 5
{
  "formula": "C4H3N3O",
  "method": "ωB97M-V with the def2-TZVPD basis set",
  "species": ["C", "N", "N", "C", "N", "O", "C", "C", "H", "H", "H"],
  "xyz": [[-1.0201, -0.8175, 0.8405], [-1.3884, 0.2495, 1.4509], [-0.5711, 1.3099, 0.9041], [0.2412, 0.7598, 0.0176], [0.8347, 1.2788, -1.0454], [1.5239, 0.1527, -1.6173], [1.0007, -1.0116, -1.1537], [0.0555, -0.7273, -0.1116], [-1.3681, -1.7270, 1.3881], [-0.8317, 2.4800, 0.5741], [1.5234, -1.9472, -1.2472]],
  "forces_ev_per_a": [[0.08, -3.40, 1.73], [0.25, 2.49, -0.86], [-1.28, 4.01, -0.53], [-0.12, -2.00, -4.07], [1.55, -0.75, 1.06], [-1.40, -0.68, 0.39], [-1.60, 1.31, 3.15], [2.17, 3.38, -0.80], [0.04, 0.58, -1.11], [0.24, -4.97, 2.02], [0.05, 0.03, -1.00]],
  "smiles": "c1n[nH]c2nocc12",
  "charge": 0,
  "e_above_lowest_kcal_mol": 100.5,
  "homo_ev": -9.123,
  "total_energy_ev": -10709.291,
  "gap_ev": 9.103
}

=====

No. 6
{
  "formula": "C4H3N3O",
  "method": "ωB97M-V with the def2-TZVPD basis set",
  "species": ["N", "C", "C", "N", "O", "C", "C", "N", "H", "H", "H"],
  "xyz": [[-1.3746, -2.2579, 1.8010], [-1.2358, -1.5282, 0.9266], [-0.8481, -0.5455, -0.0518], [-1.6741, -0.1824, -1.0120], [-1.0330, 0.7520, -1.7406], [0.1552, 1.0590, -1.1635], [0.3361, 0.3021, -0.0767], [1.4733, 0.0919, 0.6889], [0.7956, 1.7608, -1.6920], [1.2962, -0.3260, 1.5692], [2.1090, 0.8743, 0.7510]],
  "forces_ev_per_a": [[-0.17, -0.15, 0.01], [0.63, 0.53, -0.20], [-0.28, 1.29, -0.30], [0.30, -0.71, 0.05], [-0.23, 0.43, 0.15], [0.03, 0.33, -0.77], [0.16, -1.70, 0.52], [0.13, 0.55, -0.54], [-0.35, -0.18, 0.22], [-0.09, -0.29, 0.82], [-0.12, -0.10, 0.03]],
  "smiles": "N#Cc1nocc1N",
  "charge": 0,
  "e_above_lowest_kcal_mol": 34.8,
  "homo_ev": -9.306,
  "total_energy_ev": -10712.143,
  "gap_ev": 9.712
}

=====

No. 7
{
  "formula": "C4H3N4O4S",
  "method": "ωB97M-V with the def2-TZVPD basis set",
  "species": ["O", "C", "N", "C", "S", "O", "O", "N", "C", "O", "N", "C", "N", "H", "H", "H"],
  "xyz": [[3.2533, 2.0394, 0.0737], [2.3223, 1.3361, 0.1004], [2.2897, -0.0435, 0.3948], [1.2242, -0.6326, 0.4247], [0.1437, -1.9539, -0.1305], [0.3884, -3.2109, 0.4400], [0.2255, -1.6412, -1.5146], [-1.3239, -1.3863, 0.4963], [-2.0682, -0.2896, 0.1555], [-3.2467, -0.1914, 0.1968], [-1.2893, 0.8780, -0.2224], [-0.0134, 0.9690, -0.0959], [0.9514, 1.8109, -0.2123], [-1.8887, -2.1351, 0.8960], [-1.8897, 1.6559, -0.5241], [0.9212, 2.7952, -0.4783]],
  "forces_ev_per_a": [[0.02, 0.07, -0.06], [-0.47, 0.45, 0.05], [0.16, -1.94, 0.48], [-1.65, 3.71, -1.21], [-0.56, 0.58, -0.30], [-0.04, -0.15, 0.26], [-0.16, -0.20, 0.22], [1.05, -1.32, 0.19], [0.02, 1.09, -0.56], [0.03, -0.24, 0.12], [-0.91, 0.91, -0.39], [2.41, -3.16, 1.21], [-0.10, 0.62, -0.19], [0.16, 0.00, 0.03], [0.17, -0.27, 0.11], [-0.12, -0.15, 0.05]],
  "smiles": "O=C1N=C=[S@](=O)([O-])NC(=O)[NH+]=C=[NH+]1",
  "charge": 1,
  "homo_ev": -15.532,
  "total_energy_ev": -29171.729,
  "gap_ev": 9.396
}

=====

No. 8
{
  "formula": "C4H3NO",
  "method": "ωB97M-V with the def2-TZVPD basis set",
  "species": ["C", "C", "C", "C", "N", "O", "H", "H", "H"],
  "xyz": [[-1.6976, 0.6454, 0.4699], [1.5438, 0.3464, 0.1998], [-0.7487, 0.3677, -0.6174], [-1.1477, -0.8472, 0.0268], [-2.4472, -0.4155, 0.4397], [1.8637, -0.7765, 0.4421], [2.0452, 1.2572, -0.0485], [-0.8316, 0.9585, -1.4818], [-0.3895, -1.5417, 0.4899]],
  "forces_ev_per_a": [[-1.56, 1.88, 1.30], [-2.78, -3.19, -1.17], [3.64, -1.36, 2.02], [0.46, -0.37, -2.25], [0.70, -1.10, 0.94], [-0.08, 2.58, -0.03], [0.93, 0.70, 0.25], [-0.02, 0.09, -1.09], [-1.29, 0.78, 0.03]],
  "charge": 0,
  "e_above_lowest_kcal_mol": 159.9,
  "homo_ev": [-8.431, -8.457],
  "total_energy_ev": -7725.812,
  "gap_ev": [7.929, 8.186]
}